The following is a DFT calculation (ωB97M-V/def2-TZVPD) of a structure of composition C31H50N9O4Sm at a distorted geometry.

Last column: Löwdin spin population.
Geometry (Å):
Sm -0.63 -0.50 0.24  5.037
C -0.40 3.83 1.69  0.000
C -0.62 3.67 0.19  0.000
C 0.61 4.21 -0.58  0.000
C 2.01 3.54 -0.50  0.000
C 2.92 4.25 0.50  0.000
C 2.64 3.65 -1.89  0.000
N 1.89 2.09 -0.04  0.001
C 2.87 1.09 -0.57  0.000
C 2.35 0.21 -1.71  0.000
N 1.50 -0.95 -1.34  -0.004
C 2.21 -1.81 -0.36  0.001
C 1.74 -1.52 1.07  0.000
O 1.86 -2.34 1.95  -0.001
O 1.19 -0.34 1.19  -0.006
C 1.20 -1.78 -2.55  0.000
C 0.11 -2.82 -2.24  0.000
C 0.87 -1.00 -3.83  0.000
C -0.38 -0.09 -3.90  0.000
C 0.07 1.22 -4.56  0.000
C -1.46 -0.73 -4.79  0.000
N -0.96 0.14 -2.53  -0.003
C -1.91 1.27 -2.47  0.000
C -1.29 2.44 -1.74  0.000
N -1.11 2.30 -0.26  -0.004
C -2.45 2.10 0.36  0.001
C -3.12 0.69 0.44  0.001
O -4.08 0.62 1.16  0.003
O -2.60 -0.29 -0.25  -0.012
H -0.15 4.87 1.87  0.000
H 0.42 3.23 2.06  0.000
H -1.29 3.63 2.29  0.000
H -1.43 4.36 -0.08  0.000
H 0.73 5.23 -0.21  0.000
H 0.35 4.33 -1.63  0.000
H 3.12 5.26 0.16  0.000
H 3.88 3.74 0.58  0.000
H 2.47 4.30 1.49  0.000
H 2.55 4.69 -2.22  0.000
H 2.12 3.03 -2.63  0.000
H 3.70 3.41 -1.91  0.000
H 2.00 2.06 1.05  0.000
H 0.95 1.76 -0.21  0.000
H 3.19 0.48 0.27  0.000
H 3.74 1.62 -0.93  0.000
H 3.23 -0.15 -2.25  0.000
H 1.77 0.83 -2.39  0.000
H 3.30 -1.67 -0.40  0.000
H 2.05 -2.87 -0.56  0.000
H 2.12 -2.33 -2.80  0.000
H -0.57 -2.50 -1.45  0.000
H 0.54 -3.78 -1.93  0.000
H -0.49 -3.03 -3.12  0.000
H 0.77 -1.77 -4.60  0.000
H 1.75 -0.43 -4.12  0.000
H 0.54 0.98 -5.52  0.000
H 0.80 1.76 -3.96  0.000
H -0.76 1.90 -4.79  0.000
H -1.06 -0.93 -5.79  0.000
H -2.32 -0.07 -4.90  0.000
H -1.81 -1.67 -4.37  0.000
H -1.53 -0.69 -2.38  0.000
H -2.83 0.96 -2.01  0.000
H -2.17 1.62 -3.47  0.000
H -1.89 3.34 -1.94  0.000
H -0.30 2.59 -2.19  0.000
H -3.20 2.72 -0.15  0.000
H -2.43 2.43 1.39  0.000
N -1.69 -4.19 2.68  0.000
C -0.96 -4.99 1.84  0.000
C -0.50 -4.18 0.84  0.000
N -0.94 -2.90 1.02  -0.006
C -1.65 -2.92 2.17  0.000
C -2.19 -1.78 2.78  0.001
N -1.70 -0.52 2.58  -0.005
C -2.40 0.27 3.44  0.000
C -3.32 -0.46 4.15  0.000
N -3.19 -1.75 3.73  0.000
H -2.13 -4.50 3.53  0.000
H -0.82 -6.05 2.01  0.000
H 0.11 -4.47 0.00  0.000
H -2.22 1.33 3.50  0.000
H -4.05 -0.16 4.89  0.000
H -3.79 -2.52 4.00  0.000
C 2.37 0.87 5.41  0.000
C 1.17 0.85 4.73  0.000
C 1.13 1.35 3.45  0.000
N 2.20 1.86 2.84  0.000
C 3.36 1.89 3.50  0.000
C 3.49 1.40 4.79  0.000
H 2.44 0.48 6.42  0.000
H 0.27 0.45 5.18  0.000
H 0.20 1.35 2.87  0.000
H 4.21 2.32 2.98  0.000
H 4.45 1.44 5.29  0.000

Output
**Net charge**: +2
**<S²>**: 8.758
**Spin multiplicity**: 6
**Electronic energy**: -72453.888 eV